C28H39BF12N2O12S | ωB97M-V/def2-TZVPD

Structure (XYZ):
```
95
Properties=species:S:1:pos:R:3:lowdin_charge:R:1
C 3.196 0.124 2.302 -0.103
C 4.473 -0.718 2.422 -0.256
C 4.181 -2.149 2.870 -0.217
C 3.536 -3.002 1.759 -0.198
C 2.379 -3.890 2.240 -0.203
C 1.027 -3.385 1.757 -0.229
C -0.152 -4.316 2.032 -0.195
C -0.845 -4.010 3.367 -0.205
C -2.342 -4.320 3.377 -0.204
C -3.200 -3.100 3.031 -0.196
C -2.924 -1.869 3.912 -0.203
C -2.280 -0.727 3.132 -0.207
C -2.238 0.617 3.875 -0.168
C -2.948 1.794 3.193 -0.105
C -2.049 2.713 2.406 -0.358
F -2.622 3.974 2.365 0.033
O -1.907 2.293 1.079 0.014
C -0.668 2.394 0.486 -0.273
C -0.797 2.018 -1.006 -0.100
O -2.150 1.823 -1.377 -0.030
C -2.482 0.676 -2.058 -0.277
B -1.849 -0.698 -1.466 -0.615
O -2.014 -1.916 -2.086 0.181
O -1.136 -0.573 -0.325 0.215
C -4.038 0.557 -1.891 -0.377
O -4.635 1.328 -1.220 0.228
N -4.634 -0.542 -2.570 0.201
C -5.408 -1.396 -1.807 -0.497
O -6.307 -1.161 -1.082 0.214
F -4.946 -2.661 -1.999 0.102
S -2.356 0.863 -3.902 0.831
O -3.476 1.663 -4.299 -0.219
O -2.145 -0.404 -4.540 -0.244
C -0.886 1.924 -4.380 -0.420
F -0.962 3.120 -3.772 0.140
F -1.104 2.094 -5.702 0.127
C 0.537 1.292 -4.151 -0.322
F 0.415 0.108 -3.502 0.145
F 1.264 2.130 -3.364 0.132
C 1.334 1.068 -5.461 -0.336
F 0.628 0.256 -6.278 0.173
F 1.529 2.272 -6.051 0.166
C 2.735 0.417 -5.258 -0.530
F 2.626 -0.809 -4.745 0.193
F 3.501 1.163 -4.455 0.172
F 3.316 0.340 -6.463 0.188
N -0.182 3.811 0.523 0.192
C 0.992 4.027 0.726 -0.300
O 2.134 4.212 0.905 0.167
H 3.240 0.767 1.426 0.061
H 3.055 0.762 3.166 0.070
H 2.325 -0.515 2.182 0.048
H 4.986 -0.740 1.467 0.102
H 5.120 -0.262 3.166 0.100
H 3.498 -2.102 3.715 0.105
H 5.104 -2.627 3.182 0.105
H 4.298 -3.620 1.296 0.107
H 3.150 -2.327 0.999 0.096
H 2.511 -4.920 1.920 0.108
H 2.368 -3.896 3.329 0.109
H 0.841 -2.420 2.227 0.091
H 1.092 -3.203 0.686 0.107
H -0.878 -4.211 1.226 0.100
H 0.180 -5.351 2.048 0.112
H -0.673 -2.960 3.578 0.078
H -0.349 -4.566 4.160 0.114
H -2.652 -4.739 4.330 0.108
H -2.527 -5.081 2.621 0.106
H -4.253 -3.364 3.057 0.108
H -2.989 -2.840 1.991 0.094
H -2.276 -2.175 4.729 0.111
H -3.857 -1.498 4.327 0.112
H -1.272 -1.001 2.830 0.092
H -2.873 -0.596 2.228 0.103
H -1.193 0.899 3.996 0.106
H -2.633 0.505 4.879 0.109
H -3.788 1.466 2.588 0.129
H -3.360 2.422 3.978 0.122
H -1.082 2.812 2.902 0.154
H 0.079 1.776 0.982 0.157
H -0.423 2.881 -1.545 0.119
H -0.163 1.174 -1.254 0.116
H -2.770 -2.432 -1.786 0.103
H -1.127 -1.399 0.174 0.122
H -3.998 -1.034 -3.191 0.125
C 3.507 4.000 -2.263 -0.060
C 3.281 4.350 -3.719 -0.325
O 4.211 5.394 -3.923 0.138
C 5.243 5.223 -3.043 -0.545
O 6.286 5.769 -3.109 0.193
O 4.890 4.322 -2.093 0.078
F 2.025 4.805 -3.952 0.076
H 2.903 4.629 -1.609 0.131
H 3.327 2.953 -2.033 0.130
H 3.493 3.540 -4.420 0.151
```

Max |F| in eV/A: 0.9
Structure (SMILES): CCCCCCCCCCCCCC[C@H](F)O[C@@H](CO[C@@](B(O)O)(C(=O)NC(=O)F)S(=O)(=O)C(F)(F)C(F)(F)C(F)(F)C(F)(F)F)N=C=O.O=C1OC[C@@H](F)O1
HOMO level in eV: -10.84
Orbital gap in Eh: 0.3832